{"formula": "C10H21BCuF2N3O2PS3", "method": "ωB97M-V/def2-TZVPD", "elements": ["Cu", "C", "C", "C", "O", "P", "S", "S", "O", "C", "C", "C", "H", "H", "H", "H", "H", "H", "H", "H", "H", "H", "H", "H", "H", "H", "F", "B", "F", "C", "C", "C", "N", "N", "C", "N", "S", "H", "H", "H", "H", "H", "H", "H"], "xyz": [[2.9713, 1.7174, 0.2086], [-0.4239, -2.4609, -2.7141], [-1.8548, -2.0871, -2.3714], [-2.7682, -3.2995, -2.2860], [-2.0022, -1.2835, -1.1888], [-1.2220, -1.3839, 0.2155], [-2.3755, -0.4687, 1.5316], [0.6733, -0.8039, 0.0479], [-1.2968, -2.9935, 0.4122], [-0.5770, -3.7955, 1.3656], [-0.3321, -3.1053, 2.6961], [0.7041, -4.3165, 0.7359], [-0.4230, -2.9719, -3.6803], [0.0030, -3.1290, -1.9675], [0.2116, -1.5800, -2.7750], [-2.2309, -1.4292, -3.1599], [-2.4090, -3.9977, -1.5317], [-2.7999, -3.8049, -3.2545], [-3.7789, -2.9901, -2.0188], [-1.2527, -4.6388, 1.5378], [0.3673, -2.2770, 2.5833], [0.0947, -3.8332, 3.3901], [-1.2611, -2.7168, 3.1099], [1.3878, -3.4927, 0.5332], [0.4849, -4.8309, -0.2013], [1.1867, -5.0254, 1.4127], [5.4772, 0.2032, 0.7337], [4.6193, 0.7142, -0.1867], [5.0671, 0.4232, -1.4350], [-0.4314, 6.5560, -0.9428], [0.5265, 6.4260, 0.2415], [0.6815, 5.0101, 0.6936], [1.6625, 4.2584, 0.3585], [1.5643, 2.9796, 0.8467], [0.4834, 2.7782, 1.5719], [0.2048, 1.6347, 2.1929], [-0.5082, 4.1995, 1.6820], [-0.4644, 7.5853, -1.3020], [-1.4447, 6.2619, -0.6654], [-0.1086, 5.9148, -1.7627], [0.1785, 7.0404, 1.0753], [1.5207, 6.7808, -0.0310], [0.6298, 0.7904, 1.7847], [-0.7354, 1.4421, 2.5136]], "total_energy_ha": -4109.66967, "charge": -1, "largest_force_ev_per_a": 0.51, "molar_mass_da": 454.83}